204
Properties=species:S:1:pos:R:3:forces:R:3:lowdin_charge:R:1 method="wB97M-V/def2-TZVPD" lumo_energy_ha=0.022 gap_ev=10.205 e_homo_ev=-9.6 e_above_lowest_kj_mol=208.9 multiplicity=1 max_force_ev_per_a=4.10
O 3.1629 4.2753 -4.6049 -0.8 -0.2 -0.1 0.1237
C 3.6224 5.3321 -4.2878 0.6 -0.1 -0.5 -0.5208
O 3.1110 6.5101 -4.6853 -2.3 -0.5 -0.6 0.0052
C 3.6932 7.6650 -4.1259 1.2 -0.6 1.5 -0.1363
C 5.1264 7.1007 -3.8441 0.3 -0.3 -0.6 -0.1080
C 4.9360 5.5507 -3.6400 0.8 1.2 1.3 -0.0496
H 3.1247 8.0131 -3.1991 0.8 -0.5 -1.2 0.1322
H 3.7282 8.4262 -4.8988 -0.2 0.1 0.1 0.1193
H 5.6592 7.5845 -3.0559 0.1 0.3 0.8 0.0943
H 5.7208 7.2957 -4.7494 -0.2 -0.2 0.2 0.1128
H 4.9741 5.2520 -2.5612 -0.5 0.4 -0.9 0.1106
H 5.6510 4.8679 -4.1172 0.0 0.5 -0.1 0.1379
O 5.3207 1.5854 3.6000 0.2 0.3 1.0 0.1201
C 5.1378 0.9788 2.5895 -0.9 0.0 0.7 -0.5315
O 5.9067 1.1564 1.5401 1.0 0.1 -1.3 0.0366
C 5.4791 0.2551 0.4946 1.0 0.4 -0.8 -0.1321
C 4.0022 0.1202 0.7336 -0.2 0.7 -0.1 -0.1383
C 4.0001 0.0597 2.2365 0.3 -1.9 1.6 -0.0725
H 6.1412 -0.6066 0.5635 -0.4 -0.5 0.0 0.1332
H 5.6985 0.7561 -0.4395 0.1 0.1 -0.3 0.1136
H 3.4782 -0.6583 0.2115 0.0 -0.6 -0.1 0.1094
H 3.6002 1.0890 0.3661 -0.2 -0.5 0.5 0.1101
H 4.2015 -0.9972 2.6941 -0.2 1.7 -1.1 0.1699
H 3.1576 0.4281 2.7831 -0.8 0.2 0.0 0.0941
O -2.4055 2.7978 -1.9523 -0.5 -0.7 -0.9 0.0745
C -2.8569 1.8692 -2.6058 1.6 0.7 0.9 -0.4837
O -2.5879 1.7192 -3.9218 -1.4 -1.7 -0.2 0.0078
C -3.3156 0.4243 -4.4097 -0.8 1.8 2.6 -0.0259
C -4.3883 0.2014 -3.2833 -0.3 1.5 -0.5 -0.1308
C -3.6500 0.7287 -2.0465 -2.3 0.8 0.7 -0.1008
H -2.6561 -0.3928 -4.2806 1.2 -0.5 -0.4 0.0836
H -3.6478 0.5903 -5.4159 0.0 0.1 -0.3 0.1163
H -4.6810 -0.8211 -3.1840 0.0 -0.8 -0.1 0.0933
H -5.3360 0.8015 -3.4014 1.0 -0.5 -0.3 0.1314
H -3.0632 -0.0303 -1.5538 0.6 -0.2 -0.1 0.0916
H -4.3621 1.1437 -1.2391 1.0 -0.6 -1.3 0.1440
O 1.6210 3.2752 1.8336 0.1 0.8 0.6 0.0962
C 1.9336 3.5768 2.9565 1.0 -2.0 1.3 -0.4438
O 2.4891 2.6072 3.7920 -0.3 -0.1 -2.6 -0.0337
C 2.7600 3.0352 5.0920 -0.5 1.9 -0.7 -0.1595
C 2.7308 4.5910 5.0238 1.5 -0.7 -2.4 -0.0998
C 1.8443 4.8240 3.7931 -1.3 0.2 -0.5 -0.0679
H 3.7392 2.7739 5.3580 1.2 -1.0 0.4 0.0998
H 2.0042 2.5395 5.6476 -0.6 0.1 1.4 0.1123
H 3.7627 4.9497 4.7987 -0.6 -0.3 0.2 0.1271
H 2.4370 5.0289 5.9198 -0.9 0.9 1.4 0.0881
H 1.8840 5.6787 3.0881 0.4 -0.1 1.0 0.1356
H 0.8163 4.7502 4.1625 -0.3 0.3 -0.2 0.1307
O 1.2828 -2.4625 2.0812 0.1 1.4 -0.1 0.1113
C 1.0929 -3.3837 1.3553 -0.9 -1.8 0.2 -0.4521
O 2.0407 -4.3342 1.2068 0.8 0.9 -0.1 0.0285
C 1.4936 -5.5146 0.6936 -1.5 -1.0 -0.9 -0.1668
C 0.2802 -5.1090 -0.1954 -1.2 -0.2 3.2 -0.0789
C -0.2012 -3.8882 0.7117 0.6 -0.8 -1.3 -0.0340
H 1.1842 -6.1113 1.5617 -0.1 -0.2 -0.3 0.1290
H 2.2115 -6.0671 0.1221 0.7 -0.1 -0.2 0.1041
H -0.4884 -5.9392 -0.3229 1.1 1.2 0.3 0.1259
H 0.5892 -4.7289 -1.1210 0.6 0.4 -1.4 0.0654
H -0.8991 -4.1729 1.4850 -0.1 -0.3 0.5 0.1097
H -0.7080 -3.1376 0.1394 -0.1 0.7 -0.4 0.0914
O 3.9562 2.8486 -1.0474 1.6 1.0 0.4 0.0623
C 4.9474 3.4863 -0.7100 -2.5 -0.2 0.5 -0.4680
O 6.0912 3.4268 -1.3800 0.3 0.4 0.5 0.0261
C 7.0302 4.3407 -0.7586 0.8 0.5 -1.0 -0.1401
C 6.5527 4.6330 0.6606 -0.6 0.0 -1.0 -0.1100
C 5.0337 4.4556 0.4988 0.3 -2.0 0.1 -0.0348
H 7.1543 5.2273 -1.4089 -0.6 -0.2 0.3 0.1247
H 7.9840 3.8510 -0.8370 0.4 -0.3 0.4 0.1185
H 6.8231 5.6229 0.9806 0.3 0.3 0.2 0.1125
H 7.0145 3.8752 1.2863 -0.4 0.0 0.5 0.1159
H 4.3428 5.2705 0.3838 0.3 1.0 -0.7 0.1019
H 4.5744 3.9579 1.3505 0.2 -0.5 0.1 0.1131
O -3.6959 -6.8378 -0.9446 0.0 0.2 -0.4 0.1338
C -3.5867 -6.9602 0.2310 0.3 -0.8 2.1 -0.4384
O -2.4102 -6.6935 0.9098 -0.8 0.1 0.1 -0.0330
C -2.5846 -6.7962 2.3624 0.0 0.1 -0.1 -0.1100
C -3.8869 -7.6761 2.5472 1.4 -0.6 1.0 -0.1404
C -4.6039 -7.4972 1.2606 0.4 1.9 -0.6 -0.0849
H -2.5967 -5.7650 2.7866 -0.5 -0.8 -0.4 0.1112
H -1.6539 -7.2506 2.7439 -0.6 -0.2 -0.2 0.1191
H -4.5583 -7.4312 3.3875 0.7 0.3 -0.2 0.1204
H -3.5960 -8.7175 2.6934 0.2 0.0 0.0 0.1081
H -5.2450 -6.6780 1.5363 -0.8 0.5 -0.8 0.0978
H -5.1840 -8.2830 0.8544 -0.4 -0.9 -0.3 0.1176
O -5.9474 -4.7529 3.0876 -0.3 0.7 0.0 0.1018
C -5.4798 -4.0344 2.2385 0.9 -1.6 0.0 -0.4911
O -4.1977 -4.2728 1.8336 -0.4 1.1 -0.2 -0.0227
C -3.8758 -3.4293 0.6799 0.3 0.2 0.1 -0.0896
C -5.2670 -2.9506 0.1341 0.9 -1.3 -0.1 -0.1080
C -6.0871 -2.9698 1.3930 -1.7 0.2 0.4 -0.0812
H -3.3691 -4.1175 0.0165 0.2 0.2 -0.4 0.0942
H -3.1489 -2.5853 0.9834 -1.4 -1.2 -0.3 0.1332
H -5.6794 -3.5580 -0.7018 0.4 -0.1 0.8 0.1334
H -5.1511 -1.9958 -0.2792 0.1 1.6 -0.5 0.0842
H -7.1891 -3.1054 1.3220 0.8 -0.2 -0.2 0.1486
H -5.9862 -2.0455 1.9416 0.3 0.5 0.2 0.1144
O -6.2691 1.4979 2.1497 -0.8 -0.8 0.1 0.1191
C -5.6296 2.4903 2.0312 1.1 1.0 1.9 -0.5063
O -5.2281 2.9615 0.8697 -0.5 -0.6 -1.2 0.0167
C -4.3052 4.0071 0.9582 1.2 1.7 0.6 -0.1486
C -4.1131 4.4234 2.4903 0.2 -1.1 -1.9 -0.1179
C -4.9807 3.3437 3.1491 0.8 0.7 -0.1 -0.0674
H -4.7079 4.8192 0.3472 0.4 0.0 0.0 0.1235
H -3.3392 3.6370 0.5845 -0.4 0.3 -0.2 0.1064
H -4.4402 5.4312 2.7365 0.0 0.0 -0.3 0.1009
H -3.0273 4.3131 2.6801 -0.8 0.1 0.3 0.1024
H -5.6172 3.8861 3.8216 -0.9 -0.6 0.3 0.1121
H -4.2894 2.7309 3.6925 -0.2 -0.7 0.5 0.1019
O -0.0346 -0.2171 -5.5783 0.9 -1.2 0.2 0.1175
C -0.0292 0.9253 -5.9144 0.7 0.6 1.0 -0.4840
O -1.1848 1.4454 -6.3039 -1.6 -0.2 -0.9 0.0080
C -1.1310 2.8359 -6.5456 0.7 -0.2 -0.7 -0.1778
C 0.0321 3.2453 -5.7480 2.3 1.0 0.9 -0.1552
C 1.0346 2.0501 -5.8109 -1.9 0.2 -1.0 -0.0230
H -1.9861 3.3595 -6.1817 -1.0 -0.2 0.0 0.1209
H -0.9914 3.0087 -7.6095 -0.1 0.0 -0.2 0.1311
H -0.3385 3.4824 -4.7423 0.5 -0.2 0.0 0.1230
H 0.5418 4.1082 -6.1560 -0.1 0.5 0.1 0.1125
H 1.7922 1.9870 -5.0632 -0.1 -0.3 1.0 0.0683
H 1.6382 2.1264 -6.7170 -0.4 -0.1 -0.4 0.1285
O 0.9483 -6.2235 -4.3389 -1.5 -0.8 -0.4 0.1249
C 1.9737 -5.8023 -3.9333 1.7 1.8 0.0 -0.5185
O 2.3757 -5.8886 -2.6623 0.0 -0.5 0.1 0.0065
C 3.6720 -5.2538 -2.4755 -1.3 0.5 1.4 -0.1671
C 4.3187 -5.0986 -3.8020 -2.2 0.2 -1.1 -0.1235
C 3.0150 -4.9907 -4.7004 1.4 -0.6 -0.5 -0.0468
H 4.1263 -5.9293 -1.7712 0.7 0.1 0.3 0.1210
H 3.4308 -4.2696 -2.0353 0.4 -0.4 0.0 0.1196
H 4.7568 -6.0230 -4.1076 1.0 -0.4 -0.1 0.1048
H 4.9485 -4.2205 -3.8489 0.3 -0.1 -0.2 0.1180
H 3.2168 -5.4739 -5.6767 -0.4 0.5 0.4 0.1255
H 2.6861 -3.9607 -4.8435 -0.2 -0.1 0.1 0.1166
O 3.1180 7.0769 -0.8178 0.8 0.8 0.3 0.0983
C 2.0036 6.6624 -0.9022 0.2 -2.2 -1.2 -0.5020
O 0.9337 7.2531 -0.3820 -0.8 0.2 0.6 0.0347
C -0.1998 6.3467 -0.3499 -0.2 -1.5 0.5 -0.1190
C 0.3447 4.9980 -0.9145 -0.7 -0.7 -0.1 -0.1446
C 1.5442 5.4231 -1.7326 -0.5 2.1 0.5 -0.0708
H -1.0630 6.7108 -0.9237 0.6 0.3 0.0 0.1236
H -0.5418 6.2011 0.7009 0.4 0.4 -0.6 0.1260
H -0.4012 4.4766 -1.5556 0.3 0.2 0.8 0.1048
H 0.7136 4.2948 -0.0876 -0.7 1.0 -1.1 0.1164
H 1.3828 5.9627 -2.6942 -0.7 -0.7 0.2 0.1356
H 2.1779 4.5964 -1.9418 1.2 -0.3 0.2 0.0871
O -2.1308 -2.1652 -2.1954 -0.5 -0.7 -1.1 0.0645
C -2.3127 -3.1032 -2.9569 -0.1 -0.6 1.3 -0.4273
O -3.1545 -4.1256 -2.6126 0.0 0.9 -0.4 0.0048
C -2.8822 -5.3008 -3.4386 0.4 1.0 0.7 -0.1456
C -2.1837 -4.8055 -4.6707 0.1 -0.8 -1.3 -0.1415
C -1.5619 -3.5007 -4.2041 0.2 0.7 -0.3 -0.0602
H -3.7775 -5.8665 -3.5575 -0.7 -0.2 -0.1 0.1188
H -2.1949 -5.8432 -2.8479 0.6 -1.0 0.6 0.1014
H -2.9160 -4.7359 -5.5124 0.7 0.4 0.5 0.1269
H -1.4054 -5.5519 -4.9647 -0.6 0.7 0.1 0.1146
H -1.4830 -2.7016 -4.9458 -0.3 0.0 0.1 0.1235
H -0.5364 -3.6100 -3.8541 0.2 -0.3 0.0 0.1185
O -0.2770 -0.3685 7.3717 1.2 -0.3 -0.9 0.0730
C 0.3655 -0.9909 6.5300 -1.5 3.1 2.2 -0.5127
O -0.0446 -2.1731 6.1998 0.1 -1.5 -1.0 0.0480
C 0.7545 -2.6763 5.1420 1.0 -1.1 -1.3 -0.1451
C 2.0023 -1.7751 4.9421 -0.7 0.7 2.5 -0.1028
C 1.5843 -0.5196 5.7675 -0.5 0.0 -0.6 -0.0485
H 0.1525 -2.8175 4.2416 0.0 0.3 0.2 0.0984
H 1.1517 -3.6289 5.4635 -0.3 -0.5 0.0 0.1184
H 2.2891 -1.5580 3.9447 0.0 -0.1 -0.8 0.0521
H 2.8108 -2.2610 5.4998 0.1 0.1 -0.4 0.1172
H 1.3129 0.3821 5.1803 -0.1 -0.7 0.0 0.1142
H 2.2686 -0.1409 6.5095 0.6 -0.2 0.2 0.1197
O -2.0920 -1.8420 3.6434 -2.2 -0.1 0.4 0.0812
C -3.1484 -1.9578 4.2700 2.7 -0.4 -0.1 -0.4418
O -4.3463 -1.6426 3.8027 -0.4 0.1 -0.4 0.0229
C -5.4012 -1.8940 4.7861 1.2 0.1 0.0 -0.0898
C -4.6776 -2.5479 5.9716 -1.3 -0.6 0.7 -0.1380
C -3.2135 -2.3999 5.7165 0.5 1.4 -0.2 -0.0671
H -6.1373 -2.5119 4.2994 -0.2 -0.2 0.0 0.1029
H -5.8173 -0.9411 5.0553 -0.2 0.5 -0.1 0.1240
H -4.9635 -3.5924 6.0403 0.1 -0.3 -0.2 0.1139
H -5.0318 -2.1263 6.9141 0.2 0.2 -0.1 0.1184
H -2.5775 -3.2450 5.9341 0.0 -0.3 -0.2 0.1256
H -2.7387 -1.5422 6.2410 -0.3 -0.4 0.0 0.1414
O 1.7042 -2.5788 -2.6255 0.0 -0.5 0.1 0.1000
C 1.7779 -1.3877 -2.4991 -1.1 0.7 0.3 -0.4751
O 2.7451 -0.6814 -3.0749 0.6 0.2 -0.3 0.0362
C 2.6744 0.7207 -2.7261 0.0 0.5 0.6 -0.1334
C 1.2196 0.9406 -2.2894 0.0 0.6 1.3 -0.1266
C 0.8237 -0.4405 -1.7332 0.3 -0.2 1.1 -0.0644
H 3.0101 1.3367 -3.5989 -0.2 -0.7 0.9 0.1258
H 3.3265 0.9028 -1.8410 -0.2 -0.2 -1.0 0.0893
H 0.5650 0.9749 -3.1287 -0.4 1.0 -0.9 0.0780
H 1.1173 1.8580 -1.5701 0.0 -1.8 -1.4 0.1543
H -0.2609 -0.7150 -1.8401 1.2 0.1 -0.1 0.1080
H 1.0802 -0.5112 -0.6441 -0.1 -0.2 -0.7 0.1186
O -0.8196 2.3785 3.8268 -0.1 0.3 0.0 0.1127
C -1.2310 1.6682 2.9521 -0.5 -0.3 -0.2 -0.4543
O -2.4910 1.8132 2.4386 0.9 -0.7 -0.6 -0.0081
C -2.7660 0.7809 1.4147 0.6 0.5 -0.1 -0.0811
C -1.4498 -0.0751 1.2013 -0.1 1.3 1.0 -0.0786
C -0.4883 0.5315 2.2977 -0.4 1.3 -2.2 -0.0466
H -3.2096 1.2823 0.5318 1.0 0.0 0.3 0.0885
H -3.6010 0.2546 1.8059 -0.5 -1.0 0.6 0.0958
H -1.0444 0.0852 0.1894 -0.3 -0.2 0.5 0.0868
H -1.5929 -1.1308 1.4501 -0.2 0.3 -0.4 0.0663
H 0.4107 1.0109 1.8514 -0.4 -0.4 0.2 0.1222
H -0.1717 -0.1493 3.0332 0.3 -1.0 0.9 0.0844


61
Properties=species:S:1:pos:R:3:forces:R:3:lowdin_charge:R:1 method="wB97M-V/def2-TZVPD" lumo_energy_ha="-0.166 / -0.185" gap_ev="6.108 / 6.358" e_homo_ev="-10.6 / -11.4" e_above_lowest_kj_mol=176.4 multiplicity=3 max_force_ev_per_a=1.09 charge=+1
W 0.1715 0.1830 -0.5995 -0.3 -0.6 0.9 1.4255
C -2.6768 1.9658 -0.8117 0.1 -0.1 -0.1 -0.0482
C -1.2855 1.9434 -0.2233 -0.3 0.5 0.5 -0.4876
C -0.3965 3.0053 -0.5624 -0.1 -0.1 -0.2 -0.1287
C 0.5956 3.4362 0.2870 0.0 0.0 0.0 -0.0256
C 0.7097 2.8872 1.5748 0.0 0.0 0.0 -0.0378
C -0.1159 1.8567 1.9408 0.0 -0.2 0.0 -0.0499
C -1.0559 1.2950 1.0311 -0.3 0.5 0.1 -0.1847
H -3.2555 1.0909 -0.5239 0.0 0.0 0.0 0.0800
H -2.6619 2.0511 -1.8979 0.0 0.0 0.0 0.0666
H -3.1841 2.8490 -0.4191 0.0 0.0 0.0 0.1063
H -0.5906 3.5398 -1.4859 0.1 0.0 -0.1 0.1128
H 1.2415 4.2487 -0.0169 0.0 0.0 0.0 0.1316
H 1.4253 3.2899 2.2771 0.0 0.0 0.0 0.1284
H -0.0774 1.4671 2.9473 0.1 0.0 0.0 0.1020
H -1.8504 0.6699 1.4271 0.2 -0.2 0.0 0.1239
C -3.8516 -1.1904 5.0631 0.0 0.0 0.0 -0.0338
C -2.6902 -1.5565 4.1839 0.0 0.0 0.0 -0.2465
C -1.5271 -0.7855 4.1745 0.0 0.0 0.0 -0.0263
C -0.4608 -1.1138 3.3565 0.0 -0.1 0.1 -0.0726
C -0.5670 -2.2169 2.5205 -0.2 0.1 0.0 -0.3042
C -1.6932 -3.0317 2.5455 0.0 0.1 0.0 -0.0576
C -2.7481 -2.6896 3.3746 0.0 -0.1 0.0 -0.0110
S 0.7670 -2.6265 1.4747 0.0 -0.3 0.0 0.6348
O 0.5331 -3.9170 0.9008 0.0 0.0 0.1 -0.2602
O 1.9960 -2.3448 2.1553 0.0 0.0 -0.1 -0.2551
N 0.6678 -1.5288 0.2046 0.6 0.2 -0.5 -0.3398
C 1.9393 -1.5434 -0.5864 -0.2 0.1 -0.2 -0.1521
C 2.5495 -0.0813 -0.8153 -0.1 0.1 0.6 -0.6653
O 3.3761 0.1258 -1.6430 0.3 -0.1 0.2 0.1253
O 1.9750 0.7882 0.0436 0.1 -0.2 -1.0 -0.1879
H -3.5856 -0.4078 5.7708 0.0 0.0 0.0 0.0811
H -4.2025 -2.0558 5.6248 0.0 0.0 0.0 0.0907
H -4.6896 -0.8339 4.4613 0.0 0.0 0.0 0.0910
H -1.4530 0.0677 4.8385 0.0 0.0 0.0 0.1215
H 0.4695 -0.5632 3.3931 0.0 0.0 0.0 0.1152
H -1.7261 -3.9269 1.9385 0.0 0.0 0.0 0.1169
H -3.6260 -3.3230 3.4077 0.0 0.0 0.0 0.1266
H 1.8790 -2.0908 -1.5261 0.0 0.0 0.0 0.1268
H 2.7387 -1.9707 0.0289 0.0 0.0 0.0 0.1399
I -4.3793 -4.2202 -1.1500 -0.1 -0.1 0.0 0.9455
C -3.2613 -2.5409 -1.4882 0.1 0.2 -0.1 -0.7559
C -3.3975 -1.6100 -2.5003 0.0 0.0 0.0 -0.1126
N -2.4516 -0.6847 -2.3109 0.0 0.1 0.1 -0.0440
N -1.6963 -0.9477 -1.2275 0.2 0.0 -0.2 -0.1192
C -2.1827 -2.0857 -0.7304 0.0 0.0 0.1 -0.1571
H -4.0851 -1.5497 -3.3274 0.0 0.0 0.0 0.1374
H -2.1981 0.1130 -2.8823 0.0 0.0 -0.1 0.0527
H -1.7478 -2.5370 0.1400 0.0 0.0 0.0 0.0714
Te 0.3294 1.0440 -3.1478 -0.4 0.4 -0.3 1.1280
C 0.8463 -0.7129 -4.1719 0.4 -0.1 0.0 -0.6125
C -0.0703 -1.7203 -4.4548 0.1 -0.1 0.0 -0.1450
C 0.3170 -2.7955 -5.2436 0.0 0.0 0.0 -0.0720
C 1.6079 -2.8634 -5.7465 0.0 0.0 0.0 -0.0683
C 2.5212 -1.8616 -5.4572 0.0 0.1 0.0 -0.0640
C 2.1472 -0.7829 -4.6665 0.0 -0.1 0.0 -0.1537
H -1.0801 -1.6833 -4.0751 0.0 0.0 0.0 0.0697
H -0.3964 -3.5762 -5.4727 0.0 0.0 0.0 0.1098
H 1.9026 -3.7000 -6.3658 0.0 0.0 0.0 0.1113
H 3.5288 -1.9130 -5.8477 0.0 0.0 0.0 0.1134
H 2.8659 -0.0087 -4.4336 0.0 0.0 0.0 0.0928


51
Properties=species:S:1:pos:R:3:forces:R:3:lowdin_charge:R:1 method="wB97M-V/def2-TZVPD" lumo_energy_ha="-0.227 / -0.338" gap_ev="7.637 / 5.053" e_homo_ev="-13.8 / -14.3" e_above_lowest_kj_mol=0.0 multiplicity=3 max_force_ev_per_a=3.60 charge=+2
Au 15.4138 10.6438 9.0619 -0.3 -0.1 -0.1 0.7972
C 18.2941 14.0604 6.8432 0.2 0.7 0.7 -0.0777
C 17.7154 13.0790 5.8876 -1.5 -0.4 0.5 -0.2203
N 17.4026 11.7678 6.4934 1.9 0.1 0.3 0.0276
C 18.2327 11.0215 7.2442 -0.2 -0.4 -0.5 -0.6921
S 17.6264 9.7858 8.3603 -0.2 0.9 -0.5 0.7031
N 19.5576 11.0832 7.1171 0.4 1.2 -0.6 0.0307
C 20.5415 10.4494 8.0820 -1.4 1.6 0.6 -0.2486
C 21.8857 11.0178 7.8086 0.6 -0.6 -1.3 -0.0864
H 18.0587 15.0581 6.4618 0.4 0.0 0.1 0.0934
H 19.3653 13.9088 6.8506 0.3 0.5 0.4 0.0623
H 17.8900 14.0115 7.8781 0.2 -0.2 -0.7 0.1011
H 18.2914 12.9880 5.0098 1.1 -0.4 -1.0 0.1080
H 16.7737 13.4653 5.5103 -0.3 -0.2 0.1 0.1254
H 16.4369 11.5934 6.5137 -1.2 -0.6 0.5 0.0677
H 19.9461 11.8103 6.4332 -0.7 -1.6 1.4 0.1785
H 20.5601 9.3871 7.9920 -0.3 -0.8 -0.3 0.1015
H 20.1759 10.7107 9.1111 0.4 -0.3 -0.9 0.1205
H 22.1813 10.8077 6.7477 -0.1 0.3 0.9 0.1106
H 22.6130 10.5625 8.4423 0.5 -0.6 0.4 0.0807
H 21.9670 12.0483 8.0454 -0.2 1.2 -0.1 0.0719
O 13.6273 14.3609 8.5559 -0.5 1.6 0.2 0.1304
C 14.1154 13.3333 8.3594 0.6 -2.2 0.0 -0.5456
N 14.5214 12.2193 8.1118 0.6 -0.3 0.3 -0.1100
N 6.4756 13.9857 10.6930 0.1 -1.0 -0.2 0.2141
C 6.6811 13.5243 9.5048 2.3 -1.3 -0.5 -0.6908
S 6.1662 14.0952 8.0412 -0.4 0.2 -0.4 1.0850
C 7.7406 12.4196 9.2742 -0.5 1.4 1.6 -0.2819
C 7.3384 11.2541 8.6920 2.3 -1.5 -1.7 -0.0187
C 8.3885 10.3342 8.3788 0.8 -0.1 0.0 -0.0323
N 9.7417 10.5136 8.6522 -3.2 -1.0 -1.3 0.0955
C 10.0047 11.6248 9.2450 0.4 2.7 2.2 -0.1455
C 9.0606 12.5877 9.6831 -0.2 -0.4 -0.7 0.0155
H 5.8319 14.7295 10.7551 -0.8 1.0 0.9 0.1291
H 6.7748 13.4283 11.4884 -0.1 0.4 0.1 0.1690
H 6.3649 11.1984 8.2673 -0.7 -0.7 -0.1 0.1059
H 8.2373 9.4138 7.8052 -0.5 0.4 0.4 0.1214
H 11.0296 11.8877 9.4946 0.1 -0.4 -0.1 0.1139
H 9.3610 13.4236 10.2905 0.2 0.3 -0.2 0.1207
N 18.2574 6.3519 13.4245 1.2 -0.4 1.3 0.2006
C 17.5124 6.8011 12.6970 -1.5 0.6 -2.4 -0.1537
C 16.5223 7.1267 11.6634 0.2 1.0 1.0 -0.1703
C 15.5405 6.2122 11.4084 -1.2 -0.1 -1.5 0.0398
C 14.4880 6.5939 10.5237 1.8 -0.5 1.0 -0.0071
C 14.5188 7.8417 9.9881 -0.7 1.3 -1.1 -0.1125
N 15.5045 8.7812 10.2128 -0.7 -1.2 0.3 -0.1218
C 16.4583 8.4056 11.0616 0.4 -0.4 0.2 -0.1023
H 15.6188 5.2064 11.7798 -0.2 -0.2 0.3 0.1373
H 13.7468 5.8923 10.2028 -0.4 -0.2 0.1 0.1190
H 13.6924 8.1061 9.2962 0.8 0.2 0.5 0.1266
H 17.2726 9.0761 11.2677 0.0 0.4 0.0 0.1136